122
Properties=species:S:1:pos:R:3:forces:R:3 method="wB97M-V/def2-TZVPD" charge=0 e_lumo_ev=0.55 e_tot_ha=-2086.03879 smiles=COC[C@H](C)N.COC[C@H](C)N.COC[C@H](C)N.COC[C@H](C)N.CCO.CCO.CCO.CCO.CCO.CCO e_above_lowest_kcal_mol=36.82
C 2.648794 3.997129 1.600004 0.044 0.070 -0.507
C 1.231964 4.394359 1.259174 1.368 0.115 -1.830
O 0.613394 5.096749 2.274264 -0.846 0.236 1.502
H 3.109524 3.648819 0.675614 0.156 -0.313 0.041
H 2.703464 3.213209 2.355364 0.076 0.149 0.059
H 3.203834 4.892639 1.879464 0.131 -0.100 0.365
H 0.696284 3.538699 0.848084 -0.596 0.064 0.728
H 1.266644 5.098949 0.428244 0.240 -0.151 -0.573
H 1.008894 5.971449 2.265634 -0.109 0.084 0.270
C 0.521244 -0.130831 -0.288316 0.053 -0.117 0.868
C 1.526384 0.366669 0.765874 -1.045 -0.058 -0.362
O 2.847734 0.155469 0.320844 0.031 0.308 0.389
H 0.529054 -1.220331 -0.256346 0.665 -0.018 -0.591
H 0.779194 0.309369 -1.251526 -0.246 -0.429 0.014
H -0.524726 0.007669 -0.014726 -0.078 0.858 0.039
H 1.268574 -0.141131 1.695274 0.384 -0.206 0.321
H 1.419604 1.428419 0.988094 0.027 0.112 -0.256
H 3.019574 -0.788171 0.361034 0.292 -0.531 -0.266
C 0.261044 3.297259 -2.057696 0.646 0.043 -0.990
C 1.485684 3.629919 -2.926466 -0.530 0.687 0.215
O 1.669504 2.693169 -3.948246 -0.140 -0.966 -0.738
H -0.661336 3.189939 -2.628466 0.121 0.022 -0.344
H 0.092784 4.137729 -1.384346 0.116 -0.463 0.489
H 0.481434 2.319749 -1.628736 -0.286 0.297 0.688
H 2.387224 3.632719 -2.313846 0.030 0.188 0.312
H 1.379584 4.608759 -3.394136 -0.067 0.310 0.260
H 1.966534 3.144269 -4.741906 0.023 -0.090 0.062
C 4.783294 -3.003771 1.984444 -0.563 -0.969 0.124
C 3.360274 -3.278341 1.403354 1.260 2.173 0.277
O 3.473564 -2.874091 0.070224 1.057 0.323 -0.773
H 4.828704 -3.424671 2.988874 0.441 -0.199 -0.041
H 5.110094 -1.967301 2.068364 -0.932 0.323 -0.076
H 5.533744 -3.393781 1.296824 -0.040 -0.673 0.239
H 2.704354 -2.545071 1.872584 -0.513 -0.266 0.607
H 2.921134 -4.271731 1.495284 0.495 -0.233 0.269
H 2.660064 -3.080701 -0.395756 -0.980 -0.121 -0.145
C -1.522786 -0.118771 4.237644 -0.146 -1.208 1.007
C -1.977486 -1.583631 3.878734 0.504 2.182 0.256
O -2.085406 -1.535041 2.495774 0.146 0.106 -0.850
H -2.407316 0.518179 4.234494 0.031 0.011 -0.155
H -0.768856 0.325359 3.587674 -0.038 -0.427 -0.229
H -1.127786 -0.106551 5.253474 0.052 0.141 0.139
H -2.936126 -1.717371 4.379954 -0.292 -0.216 -0.032
H -1.335236 -2.407231 4.190664 0.454 0.213 0.251
H -2.626506 -2.272761 2.204924 -0.573 -0.588 -0.372
C -2.511906 2.246429 0.996534 0.092 -0.772 0.000
C -1.863506 2.989309 2.127714 0.439 1.658 0.311
O -1.936896 4.413149 1.890834 -1.122 -0.687 -0.270
H -3.573966 2.458029 0.872624 0.014 0.293 0.222
H -2.433196 1.184139 1.227724 -0.061 -0.259 -0.066
H -2.030346 2.399499 0.030734 0.180 0.228 0.045
H -0.817496 2.739349 2.305144 0.220 -0.382 -0.472
H -2.309666 2.752829 3.093704 -0.520 0.006 -0.014
H -1.119816 4.867229 2.109414 0.365 -0.273 0.249
C 4.771304 0.790779 3.451934 0.086 -0.770 -0.192
C 6.259334 0.692399 2.999944 -1.286 0.399 -0.217
C 6.625394 1.664429 1.881454 0.538 -0.287 -1.059
O 7.957684 1.424829 1.397124 0.265 -1.026 -0.630
C 8.088104 0.284749 0.499374 0.063 0.734 0.803
N 7.087424 0.888519 4.146274 0.380 0.213 0.999
H 4.574334 0.080869 4.255254 0.389 -0.124 0.143
H 4.077534 0.475729 2.672494 0.088 0.329 -0.355
H 4.434964 1.742819 3.862554 0.381 0.352 -0.276
H 6.433434 -0.323061 2.644094 -0.107 -0.051 -0.185
H 6.672534 2.719429 2.151384 -0.249 -0.040 0.661
H 5.938574 1.625319 1.035964 -0.316 -0.295 -0.129
H 7.372434 0.371229 -0.318206 -0.081 -0.130 -0.017
H 8.001164 -0.672341 1.013704 -0.518 -0.038 0.176
H 9.102504 0.244789 0.102504 -0.010 0.580 -0.026
H 8.069174 0.836789 3.914774 0.145 -0.050 -0.208
H 6.920264 1.846229 4.420054 0.187 0.224 0.504
C 0.781504 -4.857721 -3.136496 0.108 0.759 0.053
C 1.666114 -3.818531 -2.406506 -1.523 1.032 -1.786
C 1.656654 -2.429161 -3.089546 0.887 0.352 -0.654
O 0.394004 -1.804861 -3.128306 -1.027 -0.909 -0.219
C 0.290294 -0.571021 -3.835216 0.256 0.340 1.578
N 1.161824 -3.566681 -1.090556 -0.632 -0.852 1.321
H 0.879464 -5.821201 -2.636296 0.264 -0.225 -0.438
H 0.989964 -4.844751 -4.206306 0.296 -0.597 0.038
H -0.276986 -4.605761 -3.071556 -0.035 0.345 0.207
H 2.703614 -4.152451 -2.393216 0.053 0.004 0.161
H 2.077004 -2.511411 -4.091866 -0.089 -0.183 -0.383
H 2.351864 -1.770411 -2.569136 0.201 0.073 0.401
H 0.822144 0.173939 -3.243386 0.908 0.167 -0.639
H -0.708116 -0.158291 -3.690566 -0.353 -0.702 -0.488
H 0.587064 -0.609541 -4.883326 0.077 -0.087 0.079
H 0.321684 -3.008201 -1.139236 -0.004 0.589 -0.352
H 0.767454 -4.433601 -0.754366 0.279 -0.423 0.541
C -6.078896 3.470729 -1.402766 0.233 -0.743 -0.206
C -5.332376 2.702059 -2.558756 -1.568 0.843 1.138
C -4.735326 1.366049 -2.119356 1.241 1.267 0.012
O -3.961206 0.795079 -3.195546 -1.903 0.878 0.227
C -3.355326 -0.377251 -2.791666 1.128 -0.163 0.231
N -6.337436 2.474239 -3.564666 -0.247 -0.744 -1.252
H -6.998446 2.965159 -1.107926 0.190 -0.713 -0.011
H -6.518626 4.408449 -1.742516 0.694 0.323 -0.207
H -5.479106 3.604169 -0.502466 0.117 0.269 -0.122
H -4.611076 3.369969 -3.029636 0.879 -0.173 0.676
H -5.428726 0.668579 -1.649426 -0.530 -0.156 -0.592
H -4.066186 1.633689 -1.301606 0.501 -0.132 0.162
H -4.018896 -1.115021 -2.340586 -0.361 -0.078 -0.097
H -2.612406 -0.096871 -2.044966 0.370 -0.388 0.357
H -2.829776 -0.804601 -3.645636 -0.156 -0.116 0.021
H -5.813386 1.983779 -4.275246 -0.265 -0.658 -0.497
H -6.530996 3.338449 -4.050226 -0.344 0.417 0.201
C -2.560476 -3.259911 -0.484236 -0.877 0.579 0.078
C -3.992396 -3.022921 0.062324 0.287 -0.312 -0.103
C -5.049076 -3.880481 -0.661306 -0.291 -0.362 0.537
O -6.330296 -3.852491 -0.008566 -0.092 0.521 -0.097
C -7.261766 -2.824391 -0.379926 0.517 -0.341 -0.500
N -3.911676 -3.367761 1.494924 -0.284 -0.201 -0.740
H -1.898536 -2.538501 -0.005176 0.077 0.063 -0.132
H -2.518376 -3.150541 -1.567916 0.135 -0.038 -0.024
H -2.218806 -4.250961 -0.185606 -0.063 -0.166 -0.153
H -4.295446 -1.977261 0.009064 0.216 0.178 -0.208
H -4.786576 -4.936701 -0.601416 0.355 -0.142 0.276
H -5.066806 -3.719131 -1.739156 -0.394 0.636 -0.148
H -6.791696 -1.841791 -0.420246 0.050 0.111 0.064
H -8.109416 -2.790851 0.304514 0.368 -0.221 0.323
H -7.687966 -3.049081 -1.357666 0.090 0.038 -0.244
H -4.839346 -3.270671 1.882344 -0.245 -0.017 0.236
H -3.747626 -4.362361 1.432114 0.118 -0.444 0.718



125
Properties=species:S:1:pos:R:3:forces:R:3 method="wB97M-V/def2-TZVPD" charge=0 e_lumo_ev=0.46 e_tot_ha=-2269.94195 e_above_lowest_kcal_mol=423.19
C 1.594127 -1.062944 2.020367 1.913 0.298 1.328
C 2.721236 -1.221037 3.105938 -0.281 1.412 -0.638
C 2.968400 0.026997 4.050946 0.235 0.568 -2.197
O 3.011744 1.187440 3.185786 -1.155 0.785 0.374
C 3.096222 2.515786 3.778298 1.559 -0.602 -0.338
N 2.331595 -2.349754 3.888482 0.283 -1.554 1.110
H 0.724708 -0.776412 2.612074 -0.324 0.397 -0.513
H 1.367678 -1.964335 1.450874 1.116 1.621 1.033
H 1.811337 -0.391005 1.190048 2.424 -1.542 3.072
H 3.662278 -1.563806 2.675759 0.412 1.152 -0.623
H 3.970366 -0.071072 4.468710 0.001 -0.244 0.497
H 2.216114 0.165238 4.827521 -0.171 -0.310 0.000
H 4.165835 2.725598 3.782220 0.242 0.175 0.509
H 2.709535 2.702572 4.780137 -0.278 -0.766 0.094
H 2.720824 3.332089 3.161187 -0.648 -0.664 -0.540
H 2.683668 -3.065075 3.268441 -0.570 -0.955 0.146
H 3.000914 -2.494627 4.630864 0.056 0.382 0.808
C -0.455178 -4.148086 -1.572547 0.043 0.168 -1.024
C 0.297327 -2.965509 -2.268825 0.900 -1.423 -2.486
C 1.069757 -3.490157 -3.625936 0.669 -0.789 2.454
O 2.106281 -4.471253 -3.268526 -1.912 1.644 0.640
C 2.808829 -4.969496 -4.352724 0.231 -1.046 0.297
N -0.564897 -1.911927 -2.752737 -1.104 0.396 -0.214
H -0.890954 -4.825172 -2.307230 0.201 -0.022 -0.277
H -1.303590 -3.857483 -0.953002 0.282 -0.057 -0.819
H 0.163115 -4.748816 -0.905503 0.309 0.500 -1.339
H 1.038605 -2.508866 -1.613013 0.226 -0.247 0.059
H 1.586046 -2.715340 -4.192672 -0.150 0.589 0.289
H 0.264741 -3.861992 -4.259802 0.077 -0.644 -0.144
H 3.422207 -4.235184 -4.874889 -0.341 0.282 -0.365
H 2.105712 -5.538818 -4.960675 0.246 0.147 -0.746
H 3.510405 -5.687739 -3.928418 0.075 -0.109 -0.071
H -1.530393 -2.142775 -2.938802 -0.121 -0.572 0.418
H -0.273744 -1.499336 -3.627436 0.573 0.079 0.054
C 3.005056 7.093337 -2.608331 0.989 -0.358 0.787
C 2.491575 5.662812 -2.500997 -1.826 1.095 -1.294
C 2.941327 4.747851 -1.392794 1.681 0.538 -0.487
O 2.454804 3.413156 -1.497096 -0.646 1.090 -1.510
C 2.872218 2.625280 -0.449012 1.943 0.273 0.337
N 1.048679 5.734363 -2.353174 -0.618 0.348 2.764
H 3.217113 7.549154 -1.641188 0.175 0.004 0.084
H 2.270137 7.748687 -3.075762 -0.018 -0.303 -0.218
H 3.906408 7.021389 -3.217014 0.200 0.655 0.104
H 2.710355 5.271658 -3.494594 0.504 -0.732 0.369
H 2.666758 5.179321 -0.430216 -0.017 -0.037 0.178
H 4.023149 4.697659 -1.516206 0.383 -0.026 0.578
H 2.367526 1.662837 -0.533095 5.334 1.786 -1.199
H 2.529574 3.083951 0.478519 0.304 -0.236 0.415
H 3.939722 2.405624 -0.465719 0.410 0.533 0.155
H 0.494623 5.896458 -3.181939 0.578 0.441 0.850
H 0.878551 4.766109 -2.121568 -1.163 0.057 0.078
C -3.638951 2.112877 1.635485 -1.285 1.391 -1.378
C -4.201208 2.904461 0.306687 1.507 1.276 1.076
C -4.548842 4.474976 0.460201 0.357 -1.992 1.153
O -3.352422 5.059168 0.962972 0.379 -0.274 0.780
C -3.175480 6.439963 0.741641 -1.030 -0.077 -0.840
N -3.280453 2.905628 -0.795565 0.032 -1.235 -1.378
H -4.512090 2.056595 2.285529 0.278 0.138 0.590
H -2.748717 2.510334 2.122933 -0.274 0.681 0.017
H -3.376018 1.067156 1.475952 -1.279 1.474 -0.907
H -5.091700 2.324668 0.063849 -0.123 0.316 -0.401
H -5.412699 4.462875 1.124809 0.099 0.745 0.864
H -4.889518 5.027130 -0.415685 0.277 -0.638 -0.621
H -4.127496 6.924094 0.959290 0.052 0.518 0.088
H -2.939360 6.601574 -0.310136 -0.074 0.144 -0.305
H -2.370077 6.925588 1.292635 -0.041 -0.675 0.477
H -3.083739 1.956875 -1.080645 -0.161 0.062 -0.376
H -2.348139 3.270456 -0.662162 -0.356 0.435 0.698
C 0.756856 0.955720 0.143610 -2.552 -0.761 -1.395
C -0.325494 0.620200 -0.918328 -0.766 -0.884 1.596
C -1.663421 0.002568 -0.322364 3.058 2.455 -0.777
O -1.428844 -0.881645 0.795732 3.360 0.325 -3.511
C -0.835758 -2.123490 0.438959 -2.168 4.558 -2.337
N -0.672017 1.846155 -1.612086 -1.694 -3.232 4.205
H 0.293916 1.666813 0.827816 0.083 0.056 0.454
H 1.568144 1.481712 -0.359629 -6.006 -2.046 1.263
H 1.187673 0.119968 0.694980 -2.658 2.562 -2.279
H -0.002618 -0.063587 -1.703370 0.427 -0.062 0.334
H -2.320495 -0.331843 -1.125183 0.581 -0.346 -0.012
H -2.174152 0.890399 0.050487 0.034 -0.332 0.444
H -0.150653 -1.835820 -0.358514 0.014 -0.578 -0.182
H -1.584292 -2.824503 0.069675 0.119 0.500 0.361
H -0.180981 -2.513239 1.218364 -8.893 6.325 3.253
H -0.046434 1.798035 -2.403552 -0.092 -1.647 4.361
H -0.370266 2.588192 -0.996916 0.102 0.591 -0.054
C 0.924622 -3.529895 1.631509 2.306 -5.767 -0.763
C 0.240108 -4.906566 1.408426 1.583 0.272 0.450
C 1.012741 -5.932071 2.204656 -0.826 -2.305 -0.940
O 0.729601 -7.318753 1.697085 -0.187 2.629 0.588
C 1.269566 -8.262519 2.546625 0.511 -0.757 0.326
N -1.130293 -4.775447 1.799197 -1.374 0.078 0.199
H 0.319474 -2.912303 0.967820 8.422 -6.548 -1.599
H 1.900725 -3.482068 1.148747 0.562 -0.662 0.294
H 1.009221 -3.319482 2.697660 -0.688 0.154 -0.445
H 0.108414 -5.154018 0.355085 1.152 -0.594 1.081
H 0.671950 -5.816485 3.233536 -0.010 -0.367 0.316
H 2.099826 -5.853983 2.188585 0.084 0.473 -0.223
H 2.359441 -8.273290 2.558947 0.460 0.104 -0.387
H 0.940021 -9.240332 2.195326 -0.077 -0.021 0.228
H 1.032226 -8.109632 3.599421 -0.622 -0.042 0.165
H -1.242419 -4.042116 2.484590 0.102 -0.122 0.872
H -1.531467 -4.293324 1.007539 -0.817 -0.672 -0.004
C -0.230846 2.451819 -3.613866 2.696 6.401 -4.552
C 0.061176 3.628458 -4.681946 -1.466 -1.631 -1.215
O 1.030893 4.626661 -4.333011 -0.553 -3.150 -2.499
O 1.035247 1.777858 -3.261058 -0.037 -0.704 -2.920
H -0.986775 1.715927 -3.887948 0.308 0.384 -0.359
H -0.543030 3.016898 -2.735609 -0.448 1.006 -2.054
H -0.874894 4.129795 -4.927964 -0.487 0.081 0.719
H 0.188182 3.111335 -5.633021 1.238 0.151 -0.375
H 0.805015 5.450602 -4.770843 -0.060 -0.265 -0.515
H 1.683693 2.382225 -2.892455 0.091 0.869 0.187
C -3.775728 -2.454221 3.204534 -0.896 0.570 0.603
C -2.614728 -1.667435 2.561864 0.326 -1.561 1.771
O -2.880692 -0.328848 2.290980 -2.553 -0.273 2.721
O -4.584373 -3.078104 2.187064 0.579 0.343 0.019
H -4.412903 -1.810589 3.811038 -0.041 0.628 -0.210
H -3.521802 -3.205759 3.952056 0.985 -0.256 -0.290
H -2.320359 -2.306424 1.729317 -0.749 0.267 0.451
H -1.714426 -1.643144 3.175841 0.027 -0.592 0.675
H -2.404765 -0.027543 1.513601 -0.001 -0.688 1.012
H -5.413943 -3.350857 2.585855 -0.027 0.012 0.003
O -3.625297 -1.335031 0.023284 -2.170 -0.965 -1.225
H -2.698382 -1.556172 -0.067073 -1.266 -0.353 0.081
H -3.797696 -1.402568 0.962405 -0.614 -0.073 -0.290